Entry 1:
Formula: C18H62BrN2O18P
Source: the OMol25 dataset
Level of theory: wB97M-V/def2-TZVPD

The geometry in XYZ format:
```
102
C18H62BrN2O18P, DFT wB97M-V/def2-TZVPD
O 2.96 3.29 4.19
N 2.52 4.38 4.09
O 1.59 4.38 3.08
C 0.88 5.66 3.10
C -0.44 5.33 2.28
C -1.38 5.05 3.51
P -3.20 4.77 3.24
O -3.38 3.44 2.20
Br -3.85 3.95 5.26
C -0.98 6.27 4.41
O -1.68 7.11 4.90
N 0.46 6.14 4.42
H 1.55 6.47 2.71
H -0.30 4.37 1.73
H -0.65 6.24 1.66
H -0.91 4.18 4.05
H -4.30 3.50 1.88
H 0.93 6.97 4.80
C 5.01 0.91 2.04
O 4.01 1.71 1.41
H 5.45 0.26 1.28
H 5.78 1.55 2.47
H 4.56 0.29 2.82
H 3.63 2.28 2.09
C -3.67 -0.41 2.07
O -3.39 0.26 3.30
H -4.03 -1.41 2.29
H -4.43 0.15 1.52
H -2.76 -0.47 1.48
H -3.07 1.14 3.08
C -1.39 0.63 -0.95
O -2.65 1.07 -0.45
H -1.45 -0.43 -1.20
H -1.13 1.19 -1.85
H -0.61 0.77 -0.19
H -2.55 2.00 -0.24
C -6.48 1.00 3.43
O -7.09 2.26 3.12
H -5.40 1.14 3.47
H -6.83 0.65 4.40
H -6.73 0.27 2.66
H -8.04 2.11 3.09
C 0.82 -2.16 -1.92
O -0.34 -1.87 -2.69
H 0.89 -1.44 -1.11
H 0.76 -3.16 -1.50
H 1.71 -2.08 -2.56
H -0.39 -2.52 -3.40
C 0.33 -5.73 -4.68
O -0.33 -4.50 -4.97
H 1.41 -5.55 -4.67
H 0.02 -6.10 -3.71
H 0.10 -6.46 -5.46
H -1.28 -4.68 -4.98
C 2.43 9.40 2.24
O 2.54 8.18 1.51
H 2.53 9.18 3.30
H 3.22 10.09 1.94
H 1.45 9.86 2.06
H 2.45 8.40 0.58
C -3.70 -2.27 -4.20
O -3.43 -3.41 -5.01
H -3.58 -2.54 -3.15
H -3.00 -1.47 -4.45
H -4.72 -1.92 -4.37
H -3.55 -3.14 -5.93
C 2.66 -5.28 -7.55
O 1.55 -4.60 -8.13
H 3.24 -5.74 -8.35
H 3.29 -4.57 -7.01
H 2.30 -6.06 -6.87
H 1.05 -4.20 -7.41
C 4.15 -2.82 0.32
O 3.44 -3.51 -0.71
H 4.40 -1.83 -0.04
H 3.53 -2.73 1.21
H 5.07 -3.36 0.56
H 3.23 -4.39 -0.37
C 0.78 -7.89 -10.50
O 1.07 -7.23 -9.28
H 0.46 -8.91 -10.27
H -0.02 -7.37 -11.03
H 1.67 -7.93 -11.13
H 1.35 -6.33 -9.49
C 5.55 -2.76 3.81
O 4.45 -2.08 3.23
H 6.12 -3.23 3.02
H 6.20 -2.05 4.34
H 5.20 -3.52 4.51
H 3.96 -1.66 3.95
C 2.60 0.74 -1.09
O 1.99 1.29 0.06
H 1.83 0.34 -1.74
H 3.15 1.52 -1.63
H 3.29 -0.06 -0.80
H 2.70 1.64 0.62
C -5.29 -0.24 6.91
O -6.54 0.24 7.40
H -5.40 -1.30 6.68
H -5.01 0.29 6.01
H -4.52 -0.12 7.67
H -6.42 1.18 7.60
```

For the orbital gap, the calculation gives 8.833 eV. As for the spin multiplicity: 1. The LUMO energy is -0.3 eV.

Löwdin population analysis, charges in e, atoms 1 to 5:
1. O 0.040
2. N -0.024
3. O -0.062
4. C -0.291
5. C -0.076

***

Entry 2:
Formula: C2H4N2O2S
Source: the OMol25 dataset
Level of theory: wB97M-V/def2-TZVPD

The geometry in XYZ format:
```
11
C2H4N2O2S, DFT wB97M-V/def2-TZVPD
C 2.23 0.26 -1.71
C 1.07 -0.04 -1.60
S -0.57 -0.26 -1.20
N -0.86 1.29 -0.56
H 3.23 0.49 -1.90
H -1.01 1.25 0.45
H -1.68 1.70 -1.00
O -1.07 0.04 1.99
N -1.31 -1.05 1.53
O -0.40 -2.00 1.74
H 0.38 -1.69 2.25
```

For the orbital gap, the calculation gives 8.576 eV. As for the spin multiplicity: 1. As for the SMILES: C#CSN.O=NO. The LUMO energy is -0.1 eV.

natural (NBO) population analysis, charges in e, atoms 1 to 5:
1. C -0.217
2. C -0.274
3. S 0.472
4. N -0.967
5. H 0.232

***

Entry 3:
Formula: C7H20N3P
Source: the OMol25 dataset
Level of theory: wB97M-V/def2-TZVPD

The geometry in XYZ format:
```
31
C7H20N3P, DFT wB97M-V/def2-TZVPD
C 0.88 1.89 0.30
N -0.09 0.99 -0.28
C 0.41 0.54 -1.53
P -0.66 -0.39 0.68
C -1.50 0.69 1.92
N -2.01 -0.68 -0.40
C -2.94 0.28 -0.86
C -2.73 -1.90 0.00
H 0.64 2.23 1.44
H 1.98 1.62 0.36
H 0.96 2.90 -0.12
H 0.32 1.24 -2.25
H 1.44 0.47 -1.37
H -0.08 -0.50 -1.90
H -1.41 1.79 1.66
H -2.66 0.40 1.88
H -1.02 0.68 2.89
H -3.65 -0.01 -1.55
H -3.67 0.52 0.10
H -2.36 1.24 -1.17
H -3.32 -1.88 0.95
H -3.42 -2.02 -0.70
H -2.01 -2.86 0.06
C 4.09 0.12 -0.37
N 3.77 -0.55 0.65
C 2.80 -1.65 0.30
H 3.78 -0.16 -1.34
H 4.72 0.86 -0.16
H 3.30 -2.45 0.83
H 1.87 -1.52 0.69
H 2.57 -1.90 -0.71
```

For the orbital gap, the calculation gives 9.074 eV. As for the spin multiplicity: 1. As for the SMILES: CN(C)P(C)N(C)C.C=NC. The LUMO energy is 0.9 eV.

natural (NBO) population analysis, charges in e, atoms 1 to 5:
1. C -0.445
2. N -0.747
3. C -0.413
4. P 1.179
5. C -1.011

***

Entry 4:
Formula: FN2O3S
Source: the OMol25 dataset
Level of theory: wB97M-V/def2-TZVPD

The geometry in XYZ format:
```
7
FN2O3S, DFT wB97M-V/def2-TZVPD
N -0.98 -1.88 -0.19
N 0.51 1.02 0.13
O -1.17 -1.72 -1.42
O 0.53 1.85 1.02
O 0.22 0.95 -1.03
F 2.22 0.35 0.11
S -0.11 -0.94 0.82
```

For the orbital gap (alpha / beta), the calculation gives 7.752 / 7.753 eV. As for the spin multiplicity: 1. The LUMO energy (alpha / beta) is 3.4 / 3.4 eV. Its total charge is -1.

natural (NBO) population analysis, charges in e, atoms 1 to 5:
1. N -0.154
2. N 0.613
3. O -0.396
4. O -0.383
5. O -0.354

***

Entry 5:
Formula: C14H22BrI2O3P2Ti
Source: the OMol25 dataset
Level of theory: wB97M-V/def2-TZVPD

The geometry in XYZ format:
```
45
C14H22BrI2O3P2Ti, DFT wB97M-V/def2-TZVPD
I 0.00 -1.36 -7.40
I 0.00 1.34 -7.40
Ti 0.00 -0.66 -0.92
P -2.37 -0.03 -1.27
C -3.33 -0.05 -2.82
C -3.09 -1.39 -0.29
H -4.17 -1.21 -0.20
H -4.06 1.38 -0.27
H -2.64 -1.45 0.71
H -2.48 1.57 0.56
H -3.07 -0.96 -3.38
H -2.91 -2.35 -0.78
C -2.98 1.45 -0.41
H -4.41 -0.03 -2.59
H -2.74 2.34 -1.01
H -3.04 0.82 -3.43
P 2.37 -0.05 -1.26
C 3.33 -0.07 -2.81
C 2.98 1.43 -0.40
H 2.63 -1.47 0.72
H 4.16 -1.23 -0.19
H 2.90 -2.37 -0.78
C 3.08 -1.41 -0.28
H 2.48 1.55 0.57
H 4.07 1.36 -0.25
H 4.41 -0.05 -2.57
H 3.05 0.80 -3.42
H 2.76 2.32 -0.99
H 3.08 -0.97 -3.37
C 0.00 -0.21 -2.86
O 0.00 0.10 -3.99
Br 0.01 2.81 2.38
C 0.00 1.23 3.47
C 0.00 1.41 4.85
C 0.00 0.28 5.70
C 0.00 -1.02 5.18
C -0.01 -1.22 3.81
C 0.00 -0.11 2.95
C 0.00 -0.36 1.53
O 0.00 -1.53 0.99
O 0.00 0.61 0.65
H 0.01 2.42 5.25
H 0.00 0.45 6.77
H -0.01 -1.88 5.86
H -0.01 -2.22 3.38
```

For the orbital gap (alpha / beta), the calculation gives 5.016 / 5.248 eV. As for the spin multiplicity: 2. As for the expectation value of S²: 0.7566. The LUMO energy (alpha / beta) is -8.5 / -8.2 eV. Its total charge is +2.

natural (NBO) population analysis, charges in e, atoms 1 to 5:
1. I -0.001
2. I 0.014
3. Ti 1.207
4. P 0.951
5. C -0.933

***

Entry 6:
Formula: C4H5NO2
Source: the OMol25 dataset
Level of theory: wB97M-V/def2-TZVPD

The geometry in XYZ format:
```
12
C4H5NO2, DFT wB97M-V/def2-TZVPD
C 1.84 -1.37 -1.43
C 0.51 3.49 1.15
C -1.43 -0.96 -0.18
C -0.14 -0.85 0.60
N 1.16 -1.67 -0.56
O 0.60 2.71 1.96
O 0.42 4.27 0.31
H 2.56 -1.41 -2.23
H -2.02 -0.20 0.26
H -1.94 -1.88 0.08
H -1.47 -0.50 -1.28
H -0.09 -1.64 1.31
```

For the orbital gap, the calculation gives 7.784 eV. As for the spin multiplicity: 1. The LUMO energy is 0.4 eV.

natural (NBO) population analysis, charges in e, atoms 1 to 5:
1. C 0.167
2. C 1.018
3. C -0.740
4. C -0.191
5. N -0.258

***

Entry 7:
Formula: C43H37N2PPdSSi
Source: the OMol25 dataset
Level of theory: wB97M-V/def2-TZVPD

The geometry in XYZ format:
```
86
C43H37N2PPdSSi, DFT wB97M-V/def2-TZVPD
Pd 0.07 -1.64 0.87
C 2.31 -0.93 4.84
C 2.62 -1.86 3.85
C 2.50 -1.50 2.52
C 2.06 -0.21 2.16
C 1.77 0.71 3.17
C 1.90 0.35 4.50
P 1.75 -0.06 0.38
C 3.28 -0.51 -0.45
C 3.25 -1.41 -1.52
C 4.42 -1.72 -2.19
C 5.62 -1.15 -1.79
C 5.66 -0.26 -0.71
C 4.49 0.05 -0.04
C -0.40 1.65 -0.41
C -0.28 3.18 -0.30
C -1.55 3.84 0.08
C -2.69 3.16 -0.11
C -2.72 1.75 -0.60
C -3.89 1.00 -0.40
C -4.02 -0.40 -0.41
C -2.97 -1.29 -0.07
C -1.80 -0.86 0.47
C -1.51 1.25 -1.33
H 2.41 -1.21 5.89
H 2.97 -2.85 4.12
H 2.79 -2.21 1.75
H 1.45 1.71 2.93
H 1.68 1.07 5.27
H 2.32 -1.87 -1.80
H 4.41 -2.42 -3.01
H 6.54 -1.39 -2.31
H 6.59 0.17 -0.40
H 4.52 0.74 0.80
H 0.04 3.57 -1.27
H -1.57 4.87 0.43
H -3.65 3.60 0.16
H -4.79 1.57 -0.17
H -5.01 -0.81 -0.57
H -3.17 -2.35 -0.20
C 2.92 3.90 -0.67
C 2.71 2.91 -1.73
C 1.91 1.85 -1.58
C 1.15 1.58 -0.31
C 1.03 2.93 0.52
C 2.15 3.91 0.41
Si -1.49 0.88 0.94
C -1.64 1.25 2.73
C -1.97 0.18 3.56
C -2.03 0.36 4.94
C -1.77 1.60 5.49
C -1.45 2.68 4.67
C -1.39 2.51 3.29
C -1.50 0.49 -2.53
C -0.36 -0.25 -2.91
C -0.32 -0.96 -4.10
C -1.44 -0.98 -4.93
C -2.59 -0.29 -4.56
C -2.62 0.44 -3.38
H 3.71 4.63 -0.80
H 3.25 3.02 -2.66
H 1.85 1.13 -2.39
H 0.76 2.73 1.55
H 2.29 4.62 1.21
H -2.18 -0.80 3.14
H -2.28 -0.48 5.58
H -1.82 1.74 6.56
H -1.27 3.65 5.10
H -1.16 3.36 2.67
H 0.49 -0.28 -2.24
H 0.58 -1.49 -4.38
H -1.41 -1.53 -5.87
H -3.45 -0.29 -5.21
H -3.51 1.01 -3.13
S 0.38 -3.73 -0.21
C -1.05 -3.98 -1.15
N -1.86 -5.03 -0.98
C -2.83 -5.14 -2.08
C -2.66 -3.79 -2.81
N -1.45 -3.26 -2.18
H -1.63 -5.77 -0.35
H -3.83 -5.28 -1.68
H -2.59 -5.99 -2.71
H -3.50 -3.12 -2.65
H -2.51 -3.92 -3.88
H -1.03 -2.38 -2.44
```

For the orbital gap (alpha / beta), the calculation gives 6.832 / 5.724 eV. As for the spin multiplicity: 5. As for the expectation value of S²: 6.0598. The LUMO energy (alpha / beta) is -5.4 / -7.7 eV. Its total charge is +2.

Löwdin population analysis, charges in e, atoms 1 to 5:
1. Pd 0.496
2. C -0.041
3. C -0.049
4. C -0.125
5. C -0.366

***

Entry 8:
Formula: C4H10Cl2NP
Source: the OMol25 dataset
Level of theory: wB97M-V/def2-TZVPD

The geometry in XYZ format:
```
18
C4H10Cl2NP, DFT wB97M-V/def2-TZVPD
C 0.35 1.05 0.04
C -0.40 -0.33 -0.20
C 0.37 -1.32 0.59
C -0.36 -0.69 -1.68
N -1.68 -0.17 0.43
P -2.93 0.70 -0.14
Cl -4.13 -0.70 -1.18
Cl -3.97 0.73 1.52
H -0.04 1.77 -0.73
H 0.22 1.17 1.15
H 1.51 0.89 -0.10
H -0.25 -2.20 0.65
H 0.62 -1.09 1.56
H 1.20 -1.64 0.01
H -0.67 -1.64 -1.80
H -0.83 0.12 -2.31
H 0.67 -0.72 -1.92
H -1.94 -1.05 0.87
```

For the orbital gap, the calculation gives 10.387 eV. As for the spin multiplicity: 1. As for the SMILES: CC(C)(C)NP(Cl)Cl. The LUMO energy is 0.8 eV.

natural (NBO) population analysis, charges in e, atoms 1 to 5:
1. C -0.625
2. C 0.123
3. C -0.605
4. C -0.618
5. N -0.990

***

Entry 9:
Formula: C10H10N4O4SYb
Source: the OMol25 dataset
Level of theory: wB97M-V/def2-TZVPD

The geometry in XYZ format:
```
30
C10H10N4O4SYb, DFT wB97M-V/def2-TZVPD
Yb 8.82 8.20 2.52
C 7.20 12.39 2.68
C 8.01 11.13 2.59
N 7.48 9.89 2.80
N 6.04 9.74 2.86
C 5.51 8.48 2.78
N 4.21 8.52 2.46
S 6.35 7.00 3.02
C 9.46 11.30 2.54
C 10.14 12.57 2.49
C 11.56 12.54 2.46
C 12.26 11.30 2.32
C 11.54 10.13 2.29
N 10.23 10.19 2.49
H 7.58 13.00 3.48
H 6.16 12.17 2.83
H 7.40 12.90 1.74
H 5.52 10.56 2.58
H 3.72 9.39 2.42
H 3.80 7.65 2.25
H 9.57 13.48 2.37
H 12.13 13.44 2.42
H 13.33 11.33 2.32
H 12.04 9.20 2.24
O 13.92 9.13 3.23
C 14.51 9.63 2.35
O 15.19 9.79 1.42
C 9.46 4.43 2.98
O 9.14 3.34 2.66
O 10.01 5.47 3.28
```

For the orbital gap (alpha / beta), the calculation gives 5.365 / 7.778 eV. As for the spin multiplicity: 2. As for the expectation value of S²: 0.7647. The LUMO energy (alpha / beta) is -3.5 / -3.5 eV. Its total charge is +1.

natural (NBO) population analysis, charges in e, atoms 1 to 5:
1. Yb 1.647
2. C -0.658
3. C 0.160
4. N -0.614
5. N -0.424

***

Entry 10:
Formula: C48H59ClF3N5O30
Source: the OMol25 dataset
Level of theory: wB97M-V/def2-TZVPD

The geometry in XYZ format:
```
146
C48H59ClF3N5O30, DFT wB97M-V/def2-TZVPD
N 3.55 -5.92 -1.79
C 3.31 -5.41 -3.19
C 1.84 -4.89 -3.31
C 0.78 -5.96 -3.49
C -0.59 -5.54 -3.66
Cl -1.84 -6.82 -3.88
C -1.04 -4.09 -3.67
N -2.39 -3.86 -3.88
C -2.61 -2.52 -3.80
C -4.10 -2.05 -4.02
O -4.22 -1.13 -5.15
N -3.66 -1.68 -6.27
O -3.78 -0.90 -7.15
C -1.60 -1.45 -3.55
C -1.99 0.08 -3.44
C -2.82 0.26 -2.10
O -2.52 -0.80 -1.18
C -2.58 1.63 -1.36
F -2.78 1.41 0.01
F -1.32 2.14 -1.48
F -3.54 2.57 -1.70
N -0.28 -1.73 -3.39
C 0.02 -3.08 -3.45
C 1.47 -3.47 -3.27
C 2.53 -2.33 -3.09
C 3.57 -2.56 -1.92
C 5.03 -2.36 -2.54
C 5.28 -0.84 -2.98
N 5.39 0.09 -1.84
C 4.76 1.34 -1.85
C 5.17 1.90 -0.55
C 6.05 0.91 0.14
C 6.17 -0.27 -0.74
H 2.72 -5.78 -1.21
H 3.73 -6.94 -1.81
H 3.38 -6.32 -3.85
H 4.09 -4.66 -3.46
H 1.06 -7.04 -3.49
H -4.71 -2.95 -4.32
H -4.57 -1.63 -3.10
H -2.55 0.45 -4.34
H -1.03 0.66 -3.40
H -3.93 0.20 -2.30
H -1.61 -0.66 -0.86
H 2.08 -1.31 -2.95
H 3.10 -2.27 -4.07
H 3.48 -3.54 -1.40
H 3.51 -1.76 -1.11
H 5.84 -2.74 -1.86
H 5.16 -2.94 -3.50
H 6.22 -0.83 -3.60
H 4.46 -0.51 -3.67
H 4.13 1.74 -2.66
H 4.85 2.91 -0.19
H 6.55 1.00 1.13
H 6.73 -1.22 -0.62
O 2.95 -8.93 -3.62
C 3.35 -9.72 -2.83
O 3.21 -11.06 -2.94
C 4.01 -11.66 -1.92
C 4.10 -10.57 -0.89
O 4.00 -9.38 -1.68
H 3.53 -12.56 -1.54
H 4.98 -11.93 -2.34
H 3.28 -10.60 -0.18
H 5.05 -10.59 -0.35
O -6.50 -8.29 -6.40
C -6.14 -7.17 -6.17
O -6.78 -6.05 -6.61
C -6.19 -4.94 -5.95
C -4.83 -5.46 -5.58
O -5.04 -6.86 -5.43
H -6.15 -4.08 -6.61
H -6.79 -4.69 -5.07
H -4.09 -5.30 -6.37
H -4.45 -5.03 -4.65
O -5.84 5.55 3.97
C -5.13 5.01 3.18
O -5.24 3.71 2.81
C -4.37 3.51 1.70
C -3.36 4.60 1.87
O -4.09 5.62 2.55
H -3.92 2.52 1.72
H -4.94 3.62 0.77
H -2.52 4.30 2.51
H -2.97 4.97 0.92
O 1.87 4.88 4.01
C 1.29 3.97 3.50
O 1.56 2.66 3.71
C 0.51 1.91 3.10
C -0.01 2.85 2.06
O 0.26 4.13 2.61
H 0.90 0.98 2.67
H -0.23 1.66 3.86
H 0.52 2.76 1.11
H -1.08 2.72 1.88
O 8.36 -2.77 -2.04
C 9.13 -2.42 -1.20
O 9.14 -1.18 -0.64
C 10.04 -1.23 0.46
C 10.95 -2.38 0.10
O 10.11 -3.21 -0.69
H 10.58 -0.29 0.56
H 9.47 -1.42 1.38
H 11.80 -2.06 -0.50
H 11.31 -2.91 0.98
O -7.00 1.59 9.22
C -6.56 2.32 8.38
O -7.30 2.88 7.39
C -6.48 3.86 6.75
C -5.09 3.38 7.06
O -5.26 2.70 8.30
H -6.69 3.89 5.68
H -6.70 4.84 7.18
H -4.72 2.67 6.31
H -4.38 4.20 7.15
O -11.21 4.84 12.92
C -10.49 4.30 12.14
O -10.60 3.00 11.76
C -9.71 2.81 10.66
C -8.70 3.90 10.84
O -9.45 4.92 11.51
H -9.26 1.82 10.69
H -10.28 2.91 9.73
H -7.87 3.60 11.48
H -8.31 4.27 9.89
O 2.20 2.35 -1.18
C 2.14 3.52 -1.35
O 2.88 4.21 -2.26
C 2.37 5.54 -2.30
C 1.71 5.69 -0.97
O 1.33 4.36 -0.64
H 3.17 6.26 -2.46
H 1.65 5.62 -3.13
H 2.41 6.06 -0.20
H 0.85 6.35 -1.00
O 2.96 8.88 -1.63
C 2.80 9.26 -0.50
O 3.53 8.83 0.56
C 3.20 9.67 1.67
C 1.84 10.19 1.30
O 1.87 10.17 -0.13
H 3.19 9.10 2.60
H 3.94 10.47 1.74
H 1.03 9.53 1.64
H 1.65 11.19 1.67
```

For the orbital gap, the calculation gives 6.646 eV. As for the spin multiplicity: 1. As for the SMILES: NCc1cc(Cl)c2nc(CON=O)c(C[C@@H](O)C(F)(F)F)nc2c1CCCCn1cccc1.O=C1OCCO1.O=C1OCCO1.O=C1OCCO1.O=C1OCCO1.O=C1OCCO1.O=C1OCCO1.O=C1OCCO1.O=C1OCCO1.O=C1OCCO1. The LUMO energy is -1.0 eV.

Löwdin population analysis, charges in e, atoms 1 to 5:
1. N 0.004
2. C -0.201
3. C -0.109
4. C -0.024
5. C -0.504

***

- Which formula does entry 8 have?
  C4H10Cl2NP